# 1
Density functional theory data (ωB97M-V/def2-TZVPD) for a 3-piece molecular cluster, C3H9ClN3 overall at a distorted geometry.

Last column: natural (NBO) charge in e.
Cartesian coordinates (Å):
C 1.141 0.257 0.188  -0.45
C 2.360 -0.282 0.162  0.08
C -0.030 -0.451 0.464  0.23
N 3.682 2.272 -0.343  -0.65
N -1.182 0.168 0.322  -0.66
N -3.554 -1.146 -0.376  -1.08
Cl 3.212 -1.573 0.146  0.32
H 0.932 1.298 -0.050  0.26
H 0.080 -1.538 0.435  0.23
H 3.386 2.423 0.617  0.32
H 4.579 1.874 -0.359  0.33
H -1.256 1.181 0.194  0.43
H -2.059 -0.494 0.269  0.46
H -4.420 -1.229 0.153  0.41
H -3.492 -0.678 -1.237  0.39
H -3.380 -2.083 -0.586  0.38

Relative energy (zero: lowest compared OMol25 entry of this formula, charge and spin) = 652.87 kJ/mol
Total charge = +1
HOMO energy (spin up / spin down) = -12.03 / -12.03 eV
2S+1 = 1

# 2
Density functional theory data (ωB97M-V/def2-TZVPD) for an isolated ion of composition CHO3PS2 and charge -2 at a distorted geometry.

Last column: natural (NBO) charge in e.
Cartesian coordinates (Å):
O 0.746 1.545 0.701  -0.73
C -0.291 0.979 0.305  -0.05
S -1.842 1.525 0.258  -0.44
P -0.142 -0.794 -0.322  1.80
O -0.659 -1.116 -1.739  -1.15
O 1.475 -0.567 -0.404  -1.05
S -0.734 -1.886 1.203  -0.86
H 1.448 0.315 -0.002  0.49

Relative energy (zero: lowest compared OMol25 entry of this formula, charge and spin) = 20.51 kJ/mol
Total charge = -2
HOMO energy = 0.09 eV
2S+1 = 1

# 3
Density functional theory data (ωB97M-V/def2-TZVPD) for a single C23H24F3N3O4 molecule.

Last column: natural (NBO) charge in e.
Cartesian coordinates (Å):
C -8.426 -1.700 0.621  -0.61
C -7.260 -0.923 0.017  0.10
C -7.458 -0.706 -1.482  -0.64
O -6.095 -1.706 0.264  -0.49
C -4.864 -1.165 0.200  0.35
C -4.571 0.179 -0.033  -0.32
C -3.260 0.616 -0.046  -0.17
C -2.209 -0.273 0.160  -0.14
C -0.792 0.125 0.127  0.68
O 0.124 -0.631 -0.121  -0.63
N -0.532 1.442 0.423  -0.62
C 0.811 1.937 0.345  0.10
C 0.745 3.474 0.286  0.97
F 0.264 3.970 1.443  -0.33
F -0.058 3.922 -0.676  -0.31
F 1.948 4.019 0.105  -0.31
N 1.686 1.520 1.399  -0.64
C 2.811 0.885 0.947  0.82
O 3.713 0.459 1.605  -0.58
N 2.729 0.871 -0.451  -0.48
C 3.818 0.355 -1.262  -0.23
C 3.377 -0.645 -2.326  -0.40
C 2.663 -1.870 -1.744  -0.43
C 3.449 -2.520 -0.640  -0.04
C 2.967 -2.509 0.662  -0.16
C 3.697 -3.079 1.690  -0.21
C 4.921 -3.669 1.427  -0.22
C 5.407 -3.693 0.131  -0.21
C 4.675 -3.123 -0.895  -0.22
C 1.580 1.411 -0.918  0.73
O 1.211 1.558 -2.048  -0.56
C -2.504 -1.624 0.367  -0.14
C -3.805 -2.061 0.397  -0.26
H -9.353 -1.153 0.476  0.21
H -8.506 -2.672 0.143  0.21
H -8.264 -1.850 1.685  0.22
H -7.170 0.044 0.532  0.17
H -8.342 -0.098 -1.655  0.22
H -7.587 -1.666 -1.975  0.22
H -6.597 -0.208 -1.922  0.22
H -5.355 0.898 -0.210  0.22
H -3.069 1.656 -0.265  0.21
H -1.267 2.057 0.735  0.42
H 1.478 1.609 2.380  0.43
H 4.314 1.205 -1.743  0.21
H 4.509 -0.113 -0.556  0.25
H 4.279 -0.956 -2.858  0.21
H 2.714 -0.151 -3.036  0.23
H 1.689 -1.569 -1.362  0.24
H 2.502 -2.587 -2.553  0.21
H 2.010 -2.050 0.863  0.21
H 3.312 -3.059 2.699  0.21
H 5.494 -4.111 2.229  0.21
H 6.359 -4.158 -0.081  0.21
H 5.058 -3.149 -1.906  0.20
H -1.686 -2.315 0.506  0.24
H -4.042 -3.099 0.567  0.23

HOMO energy = -8.73 eV
2S+1 = 1